[1]
A cluster of 2 separate species, C2H4P2 in total at a distorted geometry, computed with ωB97M-V with the def2-TZVPD basis set.

Geometry as XYZ:
```
8
Properties=species:S:1:pos:R:3:forces:R:3
H -0.709 -0.851 -1.314 0.64 -1.41 -0.09
P -1.668 -0.012 -0.823 -0.73 1.54 0.49
C 1.993 0.408 -0.582 0.56 -1.07 0.91
C -1.360 -0.006 0.815 -0.70 1.44 0.44
H -0.795 -0.774 1.373 -0.12 0.91 -0.20
H 1.006 0.605 -0.202 -0.02 0.55 -0.52
H -1.819 0.946 1.343 0.76 -2.52 -0.64
P 3.352 -0.316 -0.610 -0.39 0.56 -0.39
```
Forces are in eV/Å.

As for the structure (SMILES): C#P.C=P. As for the strongest force on any atom: 2.71 eV/A. The value obtained for the lowest unoccupied orbital energy is -0.22 eV. The value obtained for the energy relative to the best compared isomer or geometry (same formula, charge and spin) is 243.1 kJ/mol. Its gap between HOMO and LUMO is 9.48 eV.

Want to see where the charge sits? The Löwdin charges in e are: H -0.190; P 0.714; C -0.572; C -0.496; H -0.004; H -0.139; H 0.024; P 0.662

[2]
A structure of composition C2H4P2 at a distorted geometry, computed with ωB97M-V with the def2-TZVPD basis set.

Geometry as XYZ:
```
8
Properties=species:S:1:pos:R:3:forces:R:3
P 1.424 0.775 0.091 -1.07 -1.12 0.38
H -1.703 -1.054 0.892 0.52 0.53 -1.42
H 0.012 1.006 2.178 0.36 -0.69 -0.44
H 0.316 0.169 -2.111 -0.36 0.20 -0.26
C 0.350 -0.241 -1.113 -0.41 0.39 1.23
H 0.649 -1.281 -1.206 -0.05 -0.12 0.34
C 0.155 0.508 1.199 0.17 1.95 -0.46
P -1.203 0.118 0.070 0.84 -1.13 0.63
```
Forces are in eV/Å.

As for the strongest force on any atom: 2.01 eV/A. The value obtained for the lowest unoccupied orbital energy is 0.00 eV. The value obtained for the energy relative to the best compared isomer or geometry (same formula, charge and spin) is 73.6 kJ/mol. Its gap between HOMO and LUMO is 8.63 eV.

Want to see where the charge sits? The Löwdin charges in e are: P 0.757; H -0.079; H -0.006; H -0.006; C -0.619; H 0.008; C -0.758; P 0.704

[3]
The molecule C2H4P2S at a distorted geometry, computed with ωB97M-V with the def2-TZVPD basis set.

Geometry as XYZ:
```
9
Properties=species:S:1:pos:R:3:forces:R:3
H 1.010 -1.734 -0.589 1.95 -0.77 -0.95
P -2.295 -0.076 0.352 -1.21 -1.05 0.17
C 0.481 1.269 -0.148 1.83 0.06 -0.74
H 1.098 1.977 -0.746 -0.79 -0.36 -0.10
H 1.199 0.883 0.559 -0.69 -0.17 0.43
C 0.351 -1.237 0.024 -2.56 0.25 0.56
S -1.246 -1.798 -0.239 1.21 1.43 0.55
P -1.179 1.523 -0.192 0.14 1.00 0.09
H 0.581 -0.808 0.979 0.13 -0.40 -0.01
```
Forces are in eV/Å.

As for the strongest force on any atom: 2.63 eV/A. The value obtained for the lowest unoccupied orbital energy (alpha / beta) is -1.09 / -1.08 eV. The value obtained for the energy relative to the best compared isomer or geometry (same formula, charge and spin) is 314.0 kJ/mol. Its gap between HOMO and LUMO (alpha / beta) is 7.05 / 7.05 eV.

Löwdin atomic charge list, values in e, 8 entries: H -0.027; P 0.164; C -0.481; H -0.001; H -0.016; C -0.489; S 0.432; P 0.421

[4]
A structure of composition C2H4P4 at a distorted geometry, computed with ωB97M-V with the def2-TZVPD basis set.

Geometry as XYZ:
```
10
Properties=species:S:1:pos:R:3:forces:R:3
P -1.427 -1.017 -1.005 1.92 -2.33 0.22
C -0.043 0.146 -0.915 0.33 0.75 -0.15
P 1.500 -0.324 0.173 -1.28 0.10 -0.16
H 0.085 -1.351 1.662 -0.25 0.58 1.13
H 0.208 0.491 2.259 0.90 -0.26 1.65
P -1.240 0.459 0.500 0.87 -0.06 1.08
H -2.510 -0.408 -1.513 -1.11 1.45 -1.12
P 1.159 1.515 -0.964 -0.75 -0.25 -0.05
C 0.214 -0.267 1.517 -1.30 -0.12 -1.57
H 2.053 0.756 -1.713 0.67 0.15 -1.02
```
Forces are in eV/Å.

As for the strongest force on any atom: 3.03 eV/A. The value obtained for the lowest unoccupied orbital energy is 0.37 eV. The value obtained for the energy relative to the best compared isomer or geometry (same formula, charge and spin) is 175.5 kJ/mol. Its gap between HOMO and LUMO is 9.05 eV.

Löwdin atomic charge list, values in e, 8 entries: P 0.598; C -1.355; P 0.620; H 0.016; H -0.015; P 0.576; H -0.175; P 0.590

[5]
The molecule C2H4S at a distorted geometry, computed with ωB97M-V with the def2-TZVPD basis set.

Geometry as XYZ:
```
7
Properties=species:S:1:pos:R:3:forces:R:3
C -0.058 -0.917 0.000 -0.09 3.73 -0.46
H -0.598 1.411 0.787 0.20 0.02 1.19
H -0.054 -1.430 0.908 -1.04 -0.34 1.58
H -0.572 -1.415 -0.784 0.17 0.02 -1.08
C -0.075 0.923 0.007 0.39 -4.02 0.25
S 1.428 -0.004 -0.014 1.42 0.29 0.06
H -0.072 1.431 -0.904 -1.05 0.31 -1.55
```
Forces are in eV/Å.

As for the structure (SMILES): C1CS1. As for the strongest force on any atom: 4.05 eV/A. The value obtained for the lowest unoccupied orbital energy is 0.94 eV. The value obtained for the energy relative to the best compared isomer or geometry (same formula, charge and spin) is 158.6 kJ/mol. Its gap between HOMO and LUMO is 9.70 eV.

Want to see where the charge sits? The Löwdin charges in e are: C -0.413; H 0.030; H 0.001; H 0.032; C -0.387; S 0.738; H -0.001

[6]
A cluster of 2 separate species, C2H4S in total at a distorted geometry, computed with ωB97M-V with the def2-TZVPD basis set.

Geometry as XYZ:
```
7
Properties=species:S:1:pos:R:3:forces:R:3
H 1.349 0.436 -0.849 -1.37 0.36 1.64
H 0.550 1.660 0.474 -0.49 -1.37 -2.21
C -0.725 -0.053 -0.165 1.06 -5.41 1.95
H -0.057 -1.875 0.120 -1.19 2.84 -0.76
S -0.850 0.706 -1.636 -1.01 1.26 -1.71
H -1.439 -0.135 0.623 -0.20 0.38 0.24
C 0.394 0.806 -0.331 3.20 1.94 0.86
```
Forces are in eV/Å.

As for the strongest force on any atom: 5.85 eV/A. The value obtained for the lowest unoccupied orbital energy (alpha / beta) is -0.10 / -0.10 eV. The value obtained for the energy relative to the best compared isomer or geometry (same formula, charge and spin) is 393.3 kJ/mol. Its gap between HOMO and LUMO (alpha / beta) is 8.41 / 8.41 eV.

Want to see where the charge sits? The Löwdin charges in e are: H 0.083; H 0.124; C -0.695; H 0.149; S 0.833; H 0.026; C -0.520

[7]
The molecule C2H4S3 at a distorted geometry, computed with ωB97M-V with the def2-TZVPD basis set.

Geometry as XYZ:
```
9
Properties=species:S:1:pos:R:3:forces:R:3
H -0.188 -0.236 2.102 0.75 0.46 -0.41
S 1.678 -0.016 -0.553 0.22 0.79 -0.45
S -0.147 1.712 -2.259 -0.50 -0.44 0.76
H 0.329 -1.494 0.848 -0.02 -0.30 0.66
H -1.241 -1.488 1.875 0.15 -0.57 -0.73
C -0.469 -0.935 1.324 -1.56 0.48 -0.25
H 1.135 1.954 -2.286 1.01 0.58 -0.69
C 0.244 0.603 -0.973 -2.20 -1.89 1.41
S -1.342 -0.100 -0.077 2.14 0.90 -0.31
```
Forces are in eV/Å.

As for the structure (SMILES): CSC(=S)S. As for the strongest force on any atom: 3.22 eV/A. The value obtained for the lowest unoccupied orbital energy is -0.33 eV. The value obtained for the energy relative to the best compared isomer or geometry (same formula, charge and spin) is 68.9 kJ/mol. Its gap between HOMO and LUMO is 8.61 eV.

Löwdin atomic charge list, values in e, 8 entries: H 0.033; S 0.634; S 0.723; H -0.032; H 0.033; C -0.453; H -0.148; C -1.472

[8]
A cluster of 2 separate species, C2H4Si in total at a distorted geometry, computed with ωB97M-V with the def2-TZVPD basis set.

Geometry as XYZ:
```
7
Properties=species:S:1:pos:R:3:forces:R:3
H -3.278 -0.385 0.439 -1.91 -0.64 1.31
H -1.493 0.402 0.662 1.20 0.74 1.40
C 2.171 -0.254 0.161 1.60 -0.31 1.70
H 0.577 0.551 -1.131 0.22 -0.10 -0.65
C 1.448 0.145 -0.676 -2.12 0.86 -1.16
H 2.813 -0.385 0.988 0.37 -0.46 0.08
Si -2.238 -0.074 -0.443 0.63 -0.09 -2.68
```
Forces are in eV/Å.

As for the strongest force on any atom: 2.76 eV/A. The value obtained for the lowest unoccupied orbital energy is -1.08 eV. The value obtained for the energy relative to the best compared isomer or geometry (same formula, charge and spin) is 275.4 kJ/mol. Its gap between HOMO and LUMO is 7.95 eV.

Want to see where the charge sits? The Löwdin charges in e are: H -0.287; H -0.259; C -0.006; H -0.039; C -0.043; H 0.015; Si 0.619

[9]
A cluster of 24 separate species, C2H51O24 in total at a distorted geometry, computed with ωB97M-V with the def2-TZVPD basis set.

Geometry as XYZ:
```
77
Properties=species:S:1:pos:R:3:forces:R:3
H -1.096 10.336 -12.104 0.48 0.00 0.55
H 2.308 10.687 -9.164 0.38 -0.12 -0.87
O 4.901 4.654 -11.323 1.53 -0.86 2.26
O 0.286 8.504 -15.674 -1.42 -0.57 -1.40
H -0.329 5.810 -14.639 -1.53 0.62 -1.52
O 4.630 6.769 -9.298 1.54 -0.68 0.05
O 3.755 10.747 -9.949 -1.39 2.30 0.00
C 2.658 8.219 -11.529 -1.17 1.44 -0.54
H -0.742 11.577 -10.743 0.46 0.10 0.18
H 2.776 7.185 -11.677 0.34 -1.58 0.34
O -2.419 8.578 -10.999 -1.44 -1.47 -0.20
O -1.380 10.523 -12.991 -1.32 0.37 -1.19
H -1.857 7.800 -11.083 -0.21 0.06 -0.03
H 4.188 6.248 -9.952 -0.14 -1.08 -0.79
H 3.788 6.696 -13.806 -0.60 -1.03 -1.16
O 2.456 5.855 -14.941 0.27 0.97 -1.40
H 5.425 7.866 -10.281 0.84 -0.04 -0.08
H 0.223 8.214 -7.807 -0.01 0.12 -0.30
H 0.810 6.015 -10.278 -0.63 0.38 0.23
O 3.068 11.306 -13.161 -0.51 1.23 0.76
C 1.218 8.551 -12.001 1.94 -1.48 -1.23
H -0.684 10.926 -13.504 0.74 0.16 -0.02
O -0.952 10.704 -10.399 0.78 -0.28 0.67
H 1.896 4.079 -11.979 0.39 0.37 0.02
H 1.502 12.102 -12.071 1.36 -1.25 -1.14
H 2.348 8.914 -8.196 -0.26 0.47 -0.16
H 3.609 10.104 -10.634 0.77 -1.01 -1.04
O 2.836 8.691 -14.936 -0.29 0.95 -0.14
O 1.553 10.444 -8.590 -0.20 -1.05 -0.96
O 3.668 8.894 -12.165 -0.70 1.35 -1.15
H 1.690 11.089 -7.937 -0.36 1.43 1.80
H 1.691 6.298 -14.534 0.13 -0.83 0.21
O 2.297 4.898 -12.319 -0.67 -2.17 -1.51
H 4.325 7.583 -12.857 0.73 1.54 0.99
H 3.177 10.358 -13.032 0.48 -1.29 0.74
H 1.023 11.271 -15.325 -0.40 0.22 0.68
H 0.349 8.022 -9.319 0.57 -0.10 -0.63
O 6.704 10.718 -12.413 0.44 1.14 -0.74
H -1.908 9.015 -13.756 0.03 0.88 0.68
H -1.140 5.418 -10.689 0.03 0.83 -0.70
H 3.288 8.440 -7.118 0.49 0.05 0.81
H 0.529 8.186 -11.304 -1.26 -0.63 0.90
H 0.433 13.118 -11.956 0.56 -0.24 0.55
H 2.637 7.786 -15.120 0.04 -0.90 -1.08
H 1.104 9.578 -12.078 -0.28 2.14 -0.19
H 1.488 6.463 -8.963 -0.05 0.31 0.63
O 0.086 5.945 -13.812 -0.59 0.95 1.00
O 4.623 6.856 -13.398 0.90 -1.22 -0.09
H 2.758 8.499 -10.503 -0.52 -0.61 1.40
H 2.625 4.983 -14.601 -0.14 -0.12 0.66
O -1.835 8.136 -14.111 -0.08 -1.58 -0.90
H -0.508 6.141 -11.948 0.08 -0.33 -1.37
H -0.481 9.012 -15.988 0.20 -0.35 0.03
H 3.944 7.300 -8.948 -1.19 1.02 0.94
H 3.459 11.482 -13.995 1.15 0.22 -1.10
H 4.333 10.490 -9.263 1.28 -1.11 0.51
H -0.115 10.325 -10.040 -0.74 0.71 0.05
H 2.234 5.499 -11.608 0.09 1.24 1.63
H 0.851 9.146 -15.291 1.50 0.84 0.85
H 1.707 11.678 -14.056 1.08 -0.16 1.03
H 5.002 8.806 -11.355 0.80 -0.40 -0.29
O 0.839 11.493 -14.389 -1.45 -0.09 -2.19
H 5.473 5.332 -11.640 1.20 1.03 -0.20
H 4.248 4.732 -11.956 -2.56 -0.04 -2.12
H 6.489 9.891 -12.006 -0.11 -1.17 0.62
H -0.948 8.090 -14.511 -0.48 0.10 0.50
H 0.588 5.164 -13.806 1.47 -1.78 0.91
H 1.006 8.106 -12.997 0.03 0.28 0.67
H 6.189 11.360 -11.925 -0.20 0.11 0.10
H -1.850 9.313 -10.917 0.66 1.14 0.53
H 3.004 8.611 -13.996 0.69 0.67 0.91
O -0.272 8.234 -8.637 -0.71 -0.11 0.97
O 2.882 8.151 -7.922 -0.69 -0.28 -0.19
O 1.616 5.959 -9.757 0.55 -0.83 -0.61
O 1.104 12.640 -11.422 -1.90 1.63 0.64
O -0.944 6.280 -11.117 -0.04 -0.97 1.79
O 5.852 8.462 -10.938 -0.72 0.45 0.36
```
Forces are in eV/Å.

Its total charge is -1. As for the strongest force on any atom: 3.33 eV/A. The value obtained for the lowest unoccupied orbital energy is 1.91 eV. The value obtained for the energy relative to the best compared isomer or geometry (same formula, charge and spin) is 43.7 kJ/mol. Its gap between HOMO and LUMO is 8.30 eV.

Löwdin atomic charge list, values in e, 8 entries: H -0.031; H 0.006; O -0.019; O -0.046; H 0.065; O -0.028; O 0.004; C -0.366

[10]
A structure of composition C2H5AgINO at a distorted geometry, computed with ωB97M-V with the def2-TZVPD basis set.

Geometry as XYZ:
```
11
Properties=species:S:1:pos:R:3:forces:R:3
Ag -5.514 -1.703 7.312 0.07 0.07 -0.07
C 1.179 -0.321 -1.598 -0.45 1.05 -2.07
H 1.245 1.681 -2.122 -0.39 0.17 -0.21
I -2.614 1.067 4.407 -0.08 -0.07 0.08
C 0.473 1.017 -1.733 0.31 -0.40 0.86
H 0.790 -0.500 0.366 0.41 -0.58 0.05
H 0.136 1.388 -0.764 -0.13 0.18 -0.04
H 1.782 -1.779 -0.443 -0.23 0.04 0.58
H -0.378 0.897 -2.403 0.23 0.18 -0.08
O 1.693 -0.797 -2.585 0.49 -0.44 -0.58
N 1.208 -0.948 -0.437 -0.23 -0.19 1.49
```
Forces are in eV/Å.

Its total charge is +1. As for the expectation value of S²: 0.75. As for the strongest force on any atom: 2.36 eV/A. The value obtained for the lowest unoccupied orbital energy (alpha / beta) is -7.77 / -7.77 eV. The value obtained for the energy relative to the best compared isomer or geometry (same formula, charge and spin) is 96.1 kJ/mol. Its gap between HOMO and LUMO (alpha / beta) is 3.16 / 3.16 eV. As for the multiplicity: 2.

Löwdin atomic charge list, values in e, 8 entries: Ag 0.975; C -0.648; H 0.089; I 0.023; C -0.005; H 0.102; H 0.062; H 0.121

[11]
A structure of composition C2H5BBr2O2 at a distorted geometry, computed with ωB97M-V with the def2-TZVPD basis set.

Geometry as XYZ:
```
12
Properties=species:S:1:pos:R:3:forces:R:3
C 0.337 -0.369 0.735 2.31 0.77 1.27
H 1.239 -1.105 1.015 -2.52 0.93 -0.81
O -1.930 -1.133 0.068 -1.43 -0.60 0.07
H -0.176 -0.124 1.692 0.39 -0.25 -0.52
H 1.897 0.472 -0.365 1.29 0.08 -1.63
Br 0.257 2.427 -0.485 0.56 -0.69 0.56
C 1.216 0.865 0.309 -2.21 -0.36 1.42
H -2.565 -1.395 -0.624 0.53 0.33 0.45
H -1.216 -0.070 -2.256 1.08 -0.59 1.12
Br 2.174 1.358 1.876 0.62 0.65 0.39
B -0.755 -0.618 -0.332 0.19 -0.69 -1.04
O -0.476 -0.306 -1.635 -0.80 0.43 -1.28
```
Forces are in eV/Å.

As for the strongest force on any atom: 2.81 eV/A. The value obtained for the lowest unoccupied orbital energy is 0.18 eV. Its gap between HOMO and LUMO is 10.15 eV.

Löwdin atomic charge list, values in e, 8 entries: C -0.193; H 0.148; O 0.183; H 0.100; H 0.011; Br 0.642; C -1.110; H 0.124

[12]
The molecule C2H5BCl2S at a distorted geometry, computed with ωB97M-V with the def2-TZVPD basis set.

Geometry as XYZ:
```
11
Properties=species:S:1:pos:R:3:forces:R:3
S 0.193 0.930 1.886 -0.87 -1.16 -1.33
H -0.766 -1.578 1.010 0.23 0.30 -1.88
Cl 2.473 1.382 -0.810 -1.29 -0.71 -0.21
H -0.920 1.109 -0.130 0.46 0.43 -0.87
Cl 1.101 -0.802 -2.316 -0.21 -0.75 -0.99
B 0.995 0.291 -1.035 0.98 1.71 2.45
H 1.383 1.408 1.662 1.00 0.41 -0.20
C -1.071 -0.925 0.115 -0.49 -1.03 1.56
C -0.178 0.334 0.061 -0.80 0.40 1.08
H -2.140 -0.757 0.463 1.11 0.47 -0.92
H -1.070 -1.392 -0.905 -0.12 -0.08 1.30
```
Forces are in eV/Å.

As for the structure (SMILES): C[C@@H](S)B(Cl)Cl. As for the strongest force on any atom: 3.14 eV/A. The value obtained for the lowest unoccupied orbital energy is 0.01 eV. The value obtained for the energy relative to the best compared isomer or geometry (same formula, charge and spin) is 19.2 kJ/mol. Its gap between HOMO and LUMO is 9.28 eV.

Löwdin atomic charge list, values in e, 8 entries: S 0.695; H 0.086; Cl 0.546; H 0.065; Cl 0.773; B -1.249; H -0.229; C -0.190